Molecular formula: C2H7O2
Method: DFT, ωB97M-V/def2-TZVPD

ORCA input file:
```
! RIJCOSX wB97M-V def2-TZVPD def2/J DEFGRID3
* xyz 1 1
O 1.328 1.300 -0.575
H 1.098 1.895 -1.300
H 0.121 -1.641 1.836
H 2.175 1.640 -0.269
C -0.245 -0.687 1.445
C -0.280 -0.796 -0.005
O -1.155 -0.186 -0.670
H -1.234 -0.576 1.882
H 0.538 0.041 1.667
H 0.560 -1.248 -0.531
H -1.028 -0.248 -1.630
*
```

Calculated values
- Calculated total energy: -230.579702 Eh
- Largest force on an atom: 1.8 eV/A
- Energy above the lowest of the compared OMol25 structures with the same formula, charge and spin: 0.5732 eV
- Frontier orbital gap: 10.7 eV